No. 1
This record from OMol25 describes a molecular structure, C17H14BrClLaO2 at a distorted geometry. The level of theory is ωB97M-V with the def2-TZVPD basis set.

E_tot ... -105378.7311 eV
Orbital gap ... 4.469 eV
Energy relative to the best compared isomer or geometry (same formula, charge and spin) ... 8.4 kcal/mol
Net charge ... -1

Element x y z (Å)
C 0.890448 -1.932553 0.614964
C 0.873193 -1.669932 -0.809348
C -0.477340 -1.871380 -1.260703
H 1.714893 -1.265456 -1.398844
C -1.264796 -2.307579 -0.135365
C -0.435291 -2.331086 1.017228
H -0.678587 -2.699113 2.023569
H 1.742634 -1.888965 1.289045
H -0.828194 -1.650499 -2.284025
H -2.320871 -2.551629 -0.162104
La -0.440418 0.253053 0.258018
Cl 1.754367 1.551523 -0.533838
C 0.077197 2.700220 -3.997826
C -1.156059 2.061737 -4.348260
C -0.845202 0.838409 -5.025679
H -2.157762 2.463960 -4.180698
C 0.581765 0.721554 -5.095772
C 1.151304 1.874181 -4.462056
H 2.216977 2.106133 -4.392958
H 0.183601 3.671608 -3.509165
H -1.565152 0.141879 -5.461729
H 1.136719 -0.076948 -5.594805
Br -4.445885 2.568678 1.504475
C -4.055665 2.083451 3.282212
C -4.935123 2.500307 4.290263
C -4.756082 2.091520 5.615551
C -3.719100 1.219046 5.948965
C -2.843951 0.754685 4.960283
C -2.937840 1.279007 3.662566
C -1.848757 0.937253 2.722309
O -0.941259 0.052483 2.943187
O -1.807655 1.607375 1.602696
H -5.767112 3.142653 4.027770
H -5.434805 2.447742 6.382576
H -3.564036 0.892748 6.972521
H -2.056257 0.012733 5.172075

Atomic forces in eV per Å
C -0.5 -0.9 -1.0
C -0.1 -1.2 0.4
C 0.8 -0.5 0.1
H -0.7 -0.4 0.4
C 0.7 0.1 -0.2
C 0.8 -0.6 -0.6
H -0.1 0.5 -0.6
H -0.1 0.1 -0.3
H 0.2 -0.2 0.6
H 0.1 0.0 0.0
La 0.0 2.6 0.3
Cl 0.0 0.0 0.3
C 0.1 -0.8 -0.5
C 0.7 -0.3 0.0
C 0.7 0.4 0.3
H 0.3 -0.1 0.0
C -0.5 0.8 0.4
C -1.0 -0.1 -0.2
H -0.4 -0.1 0.1
H 0.0 -0.3 -0.1
H 0.2 0.2 0.2
H -0.2 0.2 0.2
Br -0.4 0.2 0.2
C 0.7 -0.4 1.3
C 0.2 -0.3 -0.2
C 0.5 -0.1 -0.4
C 0.1 -0.3 -0.3
C -0.2 0.6 0.1
C -0.7 -0.3 0.0
C 2.0 -0.4 -2.0
O -1.8 1.4 -0.2
O -0.7 -0.3 1.9
H 0.0 -0.1 0.0
H 0.0 0.0 -0.1
H -0.2 0.0 -0.1
H -0.4 0.7 -0.1

Here are the natural (NBO) charges for atoms 1 to 5, given in e: number 1, C, carries -0.414; number 2, C, carries -0.370; number 3, C, carries -0.409; number 4, H, carries 0.277; number 5, C, carries -0.380

***

No. 2
This record from OMol25 describes a molecular structure, C45H58BF8Li2O27 at a distorted geometry. The level of theory is ωB97M-V with the def2-TZVPD basis set.

E_tot ... -125719.8227 eV
Orbital gap ... 7.689 eV
Energy relative to the best compared isomer or geometry (same formula, charge and spin) ... 0.0 kcal/mol
Net charge ... +1

Element x y z (Å)
Li -0.231649 5.448726 2.370476
Li -1.283673 -0.184293 -4.836135
O -0.281714 3.476114 2.270714
C -0.170878 2.448131 1.633771
O -0.854237 2.075827 0.592770
B -0.421830 0.701081 0.189617
O 0.690863 0.414757 1.082028
C 0.833440 1.321909 2.003843
O 1.536480 1.340241 2.968275
O 0.052876 0.584557 -1.205946
C -0.656096 -0.341578 -1.813535
O -0.496835 -0.811060 -2.904415
C -1.634452 -0.967440 -0.799863
O -1.478323 -0.309452 0.338022
O -2.206582 -1.995573 -0.976297
O -0.838809 -2.029540 -5.442952
C -0.498236 -2.642812 -6.424913
O -1.356814 -3.483182 -7.035276
C -0.722013 -4.160134 -8.127648
C 0.786966 -3.905683 -7.948276
C 0.816693 -2.629888 -7.129245
H -0.939847 -3.743352 -9.119563
H -1.099317 -5.171203 -8.265413
H 1.309415 -3.913558 -8.899982
H 1.185521 -4.720111 -7.337035
H 0.821548 -1.715592 -7.731955
H 1.694982 -2.580985 -6.491509
O 4.349543 -2.843661 4.297138
C 4.273407 -2.379007 3.195527
O 5.363091 -1.880308 2.603662
C 5.065734 -1.230233 1.361050
C 3.553749 -1.371877 1.211891
C 3.087360 -2.387051 2.252798
H 5.556852 -1.760895 0.545160
H 5.364125 -0.186412 1.290609
H 3.345613 -1.683324 0.187288
H 3.098434 -0.402800 1.429534
H 3.120945 -3.412774 1.879193
H 2.182943 -2.190058 2.817231
O -6.226529 3.392901 4.794424
C -5.297962 2.912313 4.227986
O -4.414556 3.634279 3.510448
C -3.322736 2.851319 3.038515
C -3.466397 1.496298 3.744258
C -4.943243 1.412024 4.162321
H -2.387769 3.320479 3.325551
H -3.398076 2.681342 1.963983
H -2.815150 1.444035 4.618548
H -3.227240 0.649020 3.097568
H -5.142613 0.843169 5.064438
H -5.507131 0.903615 3.378009
O 6.749543 1.253934 -0.553545
C 5.745632 1.811550 -0.188423
O 4.559446 1.469234 -0.628105
C 3.518975 2.269973 -0.016990
C 4.182473 2.738068 1.312021
C 5.648936 2.863143 0.886274
H 2.657912 1.640411 0.177705
H 3.356635 3.105250 -0.698320
H 3.856729 2.105024 2.134759
H 3.733090 3.714125 1.520755
H 6.357179 2.603618 1.669582
H 5.832418 3.876275 0.533889
O -3.571748 -7.317629 -2.904683
C -2.747241 -6.574800 -3.344327
O -1.826525 -6.976118 -4.249551
C -0.904251 -5.953199 -4.654783
C -1.112623 -4.915983 -3.587060
C -2.499312 -5.115477 -3.042669
H -1.123217 -5.606425 -5.664611
H 0.113140 -6.336846 -4.589251
H -0.891656 -3.889063 -3.870898
H -0.427671 -5.143702 -2.763225
H -3.233331 -4.443025 -3.493917
H -2.519088 -4.849941 -1.986661
O -8.268982 0.350592 0.057496
C -7.085146 0.234658 0.044290
O -6.447509 -0.784246 0.677273
C -5.049612 -0.672233 0.422263
C -4.815920 0.815865 0.321843
C -6.044556 1.267562 -0.441487
H -4.772118 -1.111438 -0.538136
H -4.400042 -1.059285 1.204308
H -3.916713 1.115228 -0.219792
H -4.837434 1.307830 1.294522
H -5.935281 1.053088 -1.509780
H -6.356564 2.293849 -0.278971
O -1.727365 1.625763 -4.156490
C -1.462956 2.615547 -3.511308
O -0.233615 3.130620 -3.592633
C 0.007834 4.191995 -2.668806
C -1.324122 4.381597 -1.939402
C -2.275985 3.306058 -2.452195
H 0.295809 5.122062 -3.153359
H 0.803770 3.872549 -1.993644
H -1.701094 5.376150 -2.183947
H -1.254201 4.314859 -0.854454
H -3.252524 3.627832 -2.801228
H -2.411648 2.569718 -1.655851
O 0.741319 0.369558 -5.197321
C 1.885695 0.433247 -4.835878
O 2.869343 0.147489 -5.705347
C 4.164603 0.231297 -5.090763
C 3.905719 1.119383 -3.877908
C 2.458458 0.855356 -3.491858
H 4.844487 0.703166 -5.799938
H 4.660802 -0.708273 -4.842065
H 4.156354 2.161132 -4.065293
H 4.542877 0.806467 -3.045876
H 1.894389 1.672454 -3.051329
H 2.197253 -0.005261 -2.866982
O 1.309351 5.142239 4.022647
C 1.654635 4.472752 4.975255
O 0.877115 4.403758 6.042511
C 1.346197 3.390557 6.945774
C 2.375278 2.544678 6.150483
C 2.829294 3.529247 5.079230
H 0.557340 2.744983 7.321242
H 1.867032 3.770848 7.824753
H 1.852545 1.692514 5.715461
H 3.142387 2.141451 6.805725
H 3.107532 3.089129 4.124424
H 3.735640 4.082393 5.343228
C -0.741539 -1.311158 4.103768
C 0.201692 -1.448104 5.315769
C -0.204456 -0.462955 6.423816
F 0.696180 -0.348854 7.420855
F -0.442666 0.813563 5.938430
F 0.171706 -2.683178 5.873020
F 1.479969 -1.229164 4.919430
O -0.304118 -2.108703 3.034896
C -1.100781 -3.120377 2.579156
C -0.468031 -3.629647 1.281279
F 0.654418 -4.339591 1.544515
F -1.304977 -4.460919 0.615642
F -1.290036 -4.103628 3.469181
F -2.340855 -2.601763 2.325319
H -0.593431 -0.265064 3.831003
H -1.770098 -1.473327 4.420152
H -1.179436 -0.759169 6.832520
H -0.198570 -2.851397 0.565848

Atomic forces in eV per Å
Li 0.6 -0.7 0.9
Li 1.0 -0.1 0.3
O -0.1 0.5 -0.7
C 0.3 -0.1 0.6
O -0.2 0.2 -0.3
B 0.0 -0.7 -0.2
O 0.5 -0.8 0.2
C -0.6 0.7 0.4
O 0.2 -0.1 -0.2
O -0.3 0.8 0.1
C -0.3 -1.2 -0.2
O 0.1 0.7 -0.2
C 0.8 -0.5 -0.1
O -0.2 0.8 0.5
O -0.5 0.3 0.0
O -0.3 0.5 -0.2
C -0.5 -0.5 0.1
O 0.1 0.2 0.0
C 0.8 0.5 -1.7
C -0.5 -1.3 0.5
C 0.5 0.1 -0.6
H -0.7 0.7 0.5
H 0.3 -0.2 0.9
H 0.0 0.2 0.0
H 0.2 0.1 -0.1
H 0.0 -0.1 -0.1
H -0.3 0.2 0.3
O -0.3 0.1 0.0
C -0.1 -0.8 1.0
O 1.0 1.2 -0.5
C -0.6 -1.0 -0.3
C -0.8 0.4 -0.4
C 1.4 0.1 0.1
H 0.3 0.0 0.2
H 0.3 -0.1 0.7
H -0.4 0.2 0.0
H -0.2 -0.1 -0.2
H -0.5 0.0 -0.1
H -0.1 0.0 -0.3
O 0.0 0.4 0.0
C -0.9 -1.4 0.4
O 0.4 0.6 -0.3
C -0.3 -1.1 0.4
C 0.0 -0.9 0.3
C 0.8 0.7 -0.6
H -0.1 0.2 -0.2
H 0.1 0.5 -0.1
H 0.0 0.1 0.0
H 0.3 0.1 -0.1
H 0.0 0.4 0.3
H -0.3 0.3 -0.1
O -0.5 0.4 -0.1
C 2.5 -0.1 0.3
O -2.0 -0.6 -0.7
C 1.4 -0.1 0.8
C -1.3 1.2 -1.0
C -0.7 -0.5 1.0
H -0.1 0.0 -0.5
H -0.5 0.0 0.1
H 0.7 -0.4 0.0
H 0.2 0.1 0.3
H 0.1 0.2 0.0
H 0.2 -0.1 -0.2
O 0.1 0.1 -0.1
C -0.3 0.3 0.2
O 0.3 -0.9 -0.8
C -0.4 -0.1 0.6
C 1.0 1.2 0.8
C -0.1 0.7 0.2
H -0.2 -0.2 0.0
H -0.1 -0.3 -0.3
H -0.1 0.0 -0.2
H 0.1 0.0 -0.1
H -0.1 -0.4 -0.3
H -0.2 -0.5 0.1
O -0.1 -0.3 -0.4
C -0.2 1.3 0.9
O 0.4 -0.5 -0.2
C 1.0 0.7 -0.1
C -0.1 1.1 -0.5
C -0.5 -1.1 -0.3
H -0.2 -0.4 0.1
H -0.6 -0.6 0.2
H 0.2 -0.3 0.3
H 0.2 -0.2 0.1
H 0.1 0.3 -0.1
H -0.2 -0.1 0.0
O -0.6 0.3 0.1
C 0.6 -0.9 -0.2
O 0.3 0.2 -0.5
C -0.5 -0.2 0.8
C -0.7 1.0 0.2
C 0.6 -0.3 0.3
H 0.2 -0.3 -0.4
H 0.1 0.0 -0.1
H -0.1 -0.1 0.1
H 0.2 0.0 0.0
H 0.1 0.1 -0.1
H -0.3 -0.1 -0.2
O -0.4 -0.1 0.0
C -0.2 0.6 -0.3
O 0.2 -0.9 -0.1
C 0.4 1.2 0.0
C 1.1 -0.8 1.7
C -0.7 -0.3 -1.1
H -0.2 0.1 -0.1
H -0.8 -0.4 0.0
H -0.4 0.1 -0.2
H 0.2 0.2 -0.2
H 0.0 0.2 -0.3
H 0.8 -0.1 0.3
O 0.0 0.5 -0.6
C -0.4 -0.5 -0.7
O -0.1 -0.2 0.6
C 1.3 -1.3 0.5
C -0.7 0.1 0.1
C 0.6 0.0 0.0
H -0.5 0.4 -0.3
H -0.3 0.8 -0.1
H 0.2 0.1 -0.2
H 0.2 0.2 -0.1
H -0.5 -0.1 -0.1
H -0.2 0.2 0.4
C 0.7 0.5 0.9
C 0.3 -0.1 -0.1
C -1.1 0.5 0.6
F 0.0 -0.2 -0.6
F 0.5 -0.4 -0.3
F -0.2 0.1 -0.1
F -0.2 0.2 0.1
O 0.3 -0.5 -0.1
C -0.5 0.8 0.2
C 0.3 -0.8 -1.2
F -0.1 0.2 0.4
F -0.3 0.1 0.5
F 0.2 0.1 0.0
F 0.1 -0.3 -0.2
H -0.3 0.0 -0.3
H -0.1 -0.2 -0.2
H 0.3 -0.3 0.1
H -0.1 0.4 0.5

Here are the Löwdin charges for atoms 1 to 5, given in e: number 1, Li, carries 0.830; number 2, Li, carries 0.732; number 3, O, carries 0.028; number 4, C, carries -0.354; number 5, O, carries 0.242

***

No. 3
This record from OMol25 describes a single C25H28N4O4 molecule at a distorted geometry. The level of theory is ωB97M-V with the def2-TZVPD basis set.

SMILES string ... CCOc1cccc(CN2CCC(n3nccc3NC(=O)c3ccc4c(c3)OCO4)CC2)c1
E_tot ... -40509.2212 eV
Orbital gap ... 8.358 eV
Energy relative to the best compared isomer or geometry (same formula, charge and spin) ... 566.3 kcal/mol
Net charge ... 0

Element x y z (Å)
C 3.914473 2.466676 -2.280704
C 4.435336 1.053014 -1.961869
O 3.431011 0.636316 -1.144329
C 3.467564 -0.736797 -0.631201
C 4.502243 -1.739378 -1.015574
C 4.435320 -2.911395 -0.241450
C 3.367515 -3.376359 0.686257
C 2.371290 -2.376062 0.667214
C 1.196704 -2.636008 1.693147
N -0.126080 -2.276724 1.058270
C -0.321319 -3.149713 -0.236394
C -1.499462 -2.135546 -0.706900
C -2.692105 -2.453930 0.249347
N -3.909246 -1.644605 -0.254694
N -5.074210 -2.209837 -0.506863
C -5.877599 -1.456149 -1.242353
C -5.353376 -0.100639 -1.038174
C -3.950462 -0.167825 -0.688476
N -3.086179 0.851349 -0.613565
C -3.171282 2.055180 -0.507026
O -4.262694 2.358553 -0.912500
C -2.048449 2.998407 -0.065297
C -2.442924 4.089994 0.518924
C -1.339924 4.934446 0.963167
C -0.080049 4.592665 0.857385
C 0.172017 3.170141 0.318859
C -0.737736 2.391335 -0.007618
O 1.513954 2.904945 0.562809
C 2.135053 4.351393 1.144822
O 1.087396 5.093633 1.151866
C -2.446367 -1.870396 1.637786
C -1.162133 -2.725939 2.116876
C 2.330256 -1.104310 0.140212
H 4.655251 3.011641 -2.974420
H 3.870143 3.062952 -1.184993
H 2.987502 2.358932 -2.996289
H 5.218325 1.031230 -1.492240
H 4.316649 0.434066 -2.794727
H 5.335059 -1.167107 -1.292632
H 5.436513 -3.553520 -0.381300
H 3.543013 -4.324687 1.044733
H 1.303192 -3.890319 1.740587
H 1.578824 -2.330904 2.568350
H 0.398662 -2.817592 -0.723894
H -0.567857 -3.990914 -0.067118
H -1.230811 -1.206658 -1.050344
H -1.852784 -2.701230 -1.579060
H -3.031110 -3.243526 0.152120
H -6.796608 -1.678632 -1.428086
H -5.855644 0.803946 -1.311258
H -2.356476 0.421798 0.262014
H -3.307683 4.384083 0.526449
H -1.712188 6.096414 1.333606
H -0.512040 1.254936 -0.432479
H 2.586829 3.936983 2.330409
H 2.816373 4.619994 0.428603
H -2.038713 -0.870659 1.670015
H -3.051864 -2.152411 2.325483
H -0.921883 -2.143559 2.999001
H -1.197941 -3.722987 2.185432
H 1.608726 -0.498685 0.430060

Atomic forces in eV per Å
C 1.1 1.6 -0.6
C -8.8 2.3 -4.7
O -2.2 -4.5 3.9
C -0.9 0.7 -1.7
C -4.0 2.4 3.8
C 2.3 -2.2 0.1
C 2.6 5.8 -5.7
C -1.9 -2.1 3.7
C 0.1 -5.5 -6.4
N 1.6 -2.8 3.3
C -4.2 14.7 4.2
C -1.7 -7.6 -0.5
C 3.5 18.4 0.7
N 1.0 3.9 -1.3
N 0.9 -2.5 -1.4
C 6.9 4.5 4.7
C 2.1 -0.7 -1.9
C -7.7 -4.3 -0.3
N 9.7 -13.5 6.1
C -1.6 8.0 -0.7
O -3.1 4.9 -0.7
C -1.3 -6.0 -0.9
C 10.8 0.2 0.5
C -3.8 5.6 1.6
C -0.3 -5.7 -2.1
C 7.6 6.5 4.6
C -4.7 -6.2 -3.9
O 0.1 2.1 0.1
C 0.0 -7.5 3.4
O -1.1 5.0 1.3
C 6.0 -2.9 -3.5
C 0.6 7.5 -2.6
C 6.1 -2.6 -2.5
H -0.8 -0.6 1.3
H -0.5 -1.5 -3.4
H 1.3 0.5 2.2
H 9.1 -0.1 4.4
H 1.0 -0.9 -1.9
H 1.7 -0.6 -1.1
H -2.4 1.1 0.5
H -0.7 -1.7 1.3
H -0.7 2.9 0.4
H 0.1 1.9 3.6
H 6.8 1.3 -4.9
H -2.9 -11.3 1.8
H 0.7 2.3 0.1
H -0.2 0.6 -0.7
H -4.9 -14.2 -1.0
H -5.4 -1.7 -1.2
H 0.1 0.2 -0.3
H -1.6 1.6 -3.4
H -9.3 3.1 0.2
H 1.5 -3.5 -0.8
H -0.7 3.3 1.3
H -1.2 1.6 -3.7
H 2.1 0.7 -1.3
H -0.5 0.3 -0.1
H -5.1 -0.9 4.1
H 0.6 -0.9 0.6
H -0.5 -3.8 0.5
H -3.2 2.9 0.9

Here are the natural (NBO) charges for atoms 1 to 5, given in e: number 1, C, carries -0.616; number 2, C, carries -0.059; number 3, O, carries -0.512; number 4, C, carries 0.391; number 5, C, carries -0.369